Record 1
{
  "formula": "C3H3N2O2S",
  "method": "ωB97M-V/def2-TZVPD",
  "species": ["S", "C", "N", "C", "N", "C", "O", "O", "H", "H", "H"],
  "xyz": [[-1.00, 1.99, 0.56], [0.11, 1.77, -0.61], [1.07, 0.89, -0.32], [1.32, -0.21, 0.20], [0.24, -1.12, 0.56], [-0.92, -0.94, 0.11], [-2.05, -1.51, 0.27], [-1.77, -0.67, -0.85], [0.33, 2.31, -1.65], [2.34, -0.65, 0.55], [0.33, -1.86, 1.18]],
  "mulliken_charge": [-0.145, -0.077, -0.204, 0.146, -0.032, 0.697, -0.167, -0.115, 0.316, 0.346, 0.235],
  "homo_ev": -13.7,
  "total_charge": 1,
  "smiles": "S=C/N=C\\[NH+]=C1OO1",
  "relative_energy_ev": 5.983
}


Record 2
{
  "formula": "C6H9N6O",
  "method": "ωB97M-V/def2-TZVPD",
  "species": ["C", "C", "C", "C", "C", "C", "N", "N", "N", "N", "N", "N", "O", "H", "H", "H", "H", "H", "H", "H", "H", "H"],
  "xyz": [[-2.03, 0.67, -0.20], [2.42, 0.74, -0.05], [0.83, -1.23, -0.17], [1.37, 1.31, 0.88], [-2.78, 1.91, -0.57], [0.74, -2.75, -0.04], [-2.40, -0.58, -0.09], [-1.54, -1.39, 0.23], [-0.31, -0.72, 0.25], [-0.69, 0.75, 0.07], [1.98, -0.63, -0.41], [0.19, 1.63, 0.10], [3.42, 1.22, -0.46], [1.25, 0.63, 1.77], [1.65, 2.20, 1.26], [-3.13, 1.91, -1.58], [-3.55, 2.01, 0.30], [-2.15, 2.76, -0.39], [0.45, -3.07, 0.94], [1.67, -3.14, -0.49], [-0.09, -3.06, -0.53], [2.69, -1.17, -0.82]],
  "mulliken_charge": [0.581, 0.352, 0.864, -0.551, -0.946, -1.229, -0.263, -0.690, 0.420, 1.014, -0.102, -1.191, -0.406, 0.387, 0.453, 0.315, 0.289, 0.334, 0.367, 0.320, 0.465, 0.218],
  "homo_ev": [-12.9, -12.9],
  "total_charge": 1,
  "relative_energy_ev": 4.769
}


Record 3
{
  "formula": "C10H16O",
  "method": "ωB97M-V/def2-TZVPD",
  "species": ["C", "C", "C", "C", "C", "C", "C", "H", "H", "H", "H", "H", "H", "H", "H", "C", "C", "C", "O", "H", "H", "H", "H", "H", "H", "H", "H"],
  "xyz": [[-0.91, 3.15, 1.18], [0.19, 2.19, 0.84], [0.80, 2.24, -0.41], [1.92, 1.49, -0.68], [2.50, 0.71, 0.31], [1.95, 0.72, 1.58], [0.84, 1.50, 1.86], [-1.05, 3.93, 0.42], [-0.83, 3.69, 2.11], [-1.90, 2.66, 1.21], [0.36, 2.81, -1.23], [2.41, 1.48, -1.65], [3.34, 0.06, 0.09], [2.39, 0.05, 2.31], [0.50, 1.61, 2.88], [-1.79, -2.34, -1.99], [-1.02, -1.80, -0.78], [-0.82, -2.91, 0.25], [0.23, -1.24, -1.19], [-1.55, -1.70, -2.83], [-2.86, -2.31, -1.80], [-1.54, -3.39, -2.19], [-1.55, -0.96, -0.35], [-0.58, -2.58, 1.26], [-1.75, -3.48, 0.39], [-0.09, -3.60, -0.16], [0.82, -1.97, -1.42]],
  "mulliken_charge": [-1.444, 1.129, -0.581, -0.405, -0.512, -0.357, -0.584, 0.353, 0.356, 0.282, 0.274, 0.346, 0.413, 0.373, 0.348, -1.355, 0.470, -1.295, -0.471, 0.376, 0.376, 0.302, 0.264, 0.301, 0.363, 0.387, 0.293],
  "homo_ev": -8.8,
  "smiles": "Cc1ccccc1.CC(C)O",
  "relative_energy_ev": 1.082
}


Record 4
{
  "formula": "C3H10N2O2",
  "method": "ωB97M-V/def2-TZVPD",
  "species": ["C", "N", "C", "C", "O", "H", "H", "H", "H", "H", "H", "H", "N", "O", "H", "H", "H"],
  "xyz": [[0.63, -0.22, 1.70], [0.84, 0.45, 0.47], [1.48, -0.29, -0.58], [0.07, 1.56, 0.19], [-0.54, 2.19, 1.02], [1.56, -0.58, 2.13], [-0.23, -1.05, 1.48], [0.17, 0.46, 2.41], [1.68, 0.36, -1.43], [2.43, -0.71, -0.22], [0.84, -1.11, -0.92], [0.18, 1.87, -0.86], [-1.61, -0.75, -1.54], [-2.03, -0.16, -0.31], [-2.34, -1.43, -1.79], [-1.68, -0.01, -2.23], [-1.45, -0.57, 0.48]],
  "mulliken_charge": [-0.912, 0.017, -0.840, 0.211, -0.565, 0.322, 0.277, 0.328, 0.292, 0.276, 0.378, 0.306, -0.380, -0.409, 0.229, 0.224, 0.248],
  "homo_ev": -9.3,
  "smiles": "CN(C)C=O.NO",
  "relative_energy_ev": 3.463
}


Record 5
{
  "formula": "C18H18Cl6F24O3",
  "method": "ωB97M-V/def2-TZVPD",
  "species": ["F", "C", "F", "C", "F", "F", "C", "O", "C", "F", "F", "C", "F", "F", "H", "H", "H", "H", "F", "C", "F", "C", "F", "F", "C", "O", "C", "F", "F", "C", "F", "F", "H", "H", "H", "H", "F", "C", "F", "C", "F", "F", "C", "O", "C", "F", "F", "C", "F", "F", "H", "H", "H", "H", "Cl", "C", "Cl", "H", "H", "Cl", "C", "Cl", "H", "H", "Cl", "C", "Cl", "H", "H"],
  "xyz": [[-5.44, 3.28, 5.26], [-4.40, 2.47, 5.34], [-4.81, 1.23, 5.13], [-3.17, 2.77, 4.49], [-2.11, 2.04, 4.85], [-2.79, 4.01, 4.72], [-3.42, 2.55, 3.01], [-2.38, 2.93, 2.13], [-2.62, 3.27, 0.75], [-3.72, 4.09, 0.62], [-1.56, 3.96, 0.40], [-2.88, 1.96, -0.10], [-3.02, 2.24, -1.42], [-1.95, 1.03, 0.02], [-4.01, 2.50, 6.36], [-4.31, 3.01, 2.59], [-3.57, 1.47, 2.98], [-3.79, 1.45, 0.23], [-1.57, 4.17, -3.22], [-0.63, 3.28, -3.61], [-0.81, 3.07, -4.91], [0.82, 3.57, -3.29], [1.11, 4.72, -3.93], [1.64, 2.66, -3.78], [1.03, 3.89, -1.76], [0.75, 2.84, -0.90], [1.85, 2.23, -0.12], [2.75, 1.63, -0.95], [2.42, 3.27, 0.51], [1.20, 1.25, 0.92], [0.70, 0.15, 0.35], [2.07, 0.91, 1.87], [-0.91, 2.33, -3.15], [0.48, 4.78, -1.45], [2.07, 4.21, -1.62], [0.39, 1.66, 1.52], [0.26, -4.21, 2.39], [0.60, -4.93, 1.31], [-0.60, -5.23, 0.75], [1.54, -4.16, 0.37], [0.78, -3.14, -0.07], [1.83, -4.88, -0.70], [2.78, -3.63, 1.12], [3.37, -4.78, 1.72], [4.79, -4.66, 1.84], [5.27, -4.91, 0.64], [5.17, -3.42, 2.18], [5.29, -5.66, 2.85], [4.78, -5.54, 4.04], [5.10, -6.95, 2.59], [1.16, -5.81, 1.62], [2.46, -2.87, 1.83], [3.47, -3.18, 0.41], [6.37, -5.56, 2.98], [-0.61, -0.29, -4.19], [0.11, -0.48, -2.54], [1.87, -0.81, -2.65], [-0.07, 0.40, -1.92], [-0.40, -1.26, -1.99], [-3.68, -1.50, 1.48], [-2.25, -2.40, 1.09], [-2.33, -3.02, -0.63], [-1.36, -1.77, 1.16], [-2.14, -3.27, 1.73], [0.28, -0.93, -9.16], [0.19, 0.15, -7.72], [0.22, 1.90, -8.10], [-0.72, -0.08, -7.17], [1.06, -0.05, -7.09]],
  "mulliken_charge": [-0.257, 0.103, -0.255, 1.046, -0.292, -0.315, -0.973, -0.381, 0.754, -0.314, -0.161, 0.182, -0.286, -0.043, 0.251, 0.563, 0.215, 0.216, -0.285, 0.623, -0.280, 1.073, -0.342, -0.252, -1.024, -0.319, 0.773, -0.261, -0.274, 0.359, -0.014, -0.314, -0.195, 0.326, 0.458, -0.040, -0.277, 0.106, -0.280, 0.884, -0.166, -0.314, -0.824, -0.385, 0.906, -0.268, -0.258, 0.096, -0.249, -0.248, 0.346, 0.254, 0.493, 0.239, -0.156, 1.123, -0.196, -0.755, -0.085, -0.181, 0.158, -0.189, -0.218, 0.383, -0.182, -0.051, -0.151, 0.133, 0.244],
  "homo_ev": -10.7,
  "smiles": "FC(F)C(F)(F)COC(F)(F)C(F)F.FC(F)C(F)(F)COC(F)(F)C(F)F.FC(F)C(F)(F)COC(F)(F)C(F)F.ClCCl.ClCCl.ClCCl"
}


Record 6
{
  "formula": "C24H32Cl8F4O18",
  "method": "ωB97M-V/def2-TZVPD",
  "species": ["O", "C", "O", "C", "C", "F", "O", "H", "H", "H", "O", "C", "O", "C", "C", "F", "O", "H", "H", "H", "O", "C", "O", "C", "C", "F", "O", "H", "H", "H", "O", "C", "O", "C", "C", "F", "O", "H", "H", "H", "C", "C", "C", "O", "C", "O", "O", "H", "H", "H", "H", "H", "H", "C", "C", "C", "O", "C", "O", "O", "H", "H", "H", "H", "H", "H", "Cl", "C", "Cl", "H", "H", "Cl", "C", "Cl", "H", "H", "Cl", "C", "Cl", "H", "H", "Cl", "C", "Cl", "H", "H"],
  "xyz": [[-0.67, 2.41, -7.35], [-1.31, 2.05, -6.43], [-2.64, 1.72, -6.50], [-3.06, 1.39, -5.17], [-2.08, 2.24, -4.34], [-1.84, 1.76, -3.11], [-0.92, 2.04, -5.12], [-4.08, 1.76, -5.06], [-2.90, 0.34, -4.90], [-2.46, 3.27, -4.30], [-0.38, 1.45, 3.63], [-0.76, 1.08, 2.60], [-1.98, 0.66, 2.30], [-2.11, 0.63, 0.85], [-0.66, 0.34, 0.48], [-0.33, 0.87, -0.75], [0.05, 1.02, 1.49], [-2.75, -0.20, 0.59], [-2.56, 1.59, 0.58], [-0.42, -0.72, 0.56], [-1.90, -3.00, 1.07], [-2.11, -4.16, 1.04], [-1.47, -5.09, 1.79], [-2.09, -6.35, 1.62], [-3.07, -6.13, 0.44], [-4.33, -6.60, 0.73], [-3.12, -4.72, 0.31], [-1.43, -7.19, 1.43], [-2.68, -6.59, 2.51], [-2.72, -6.58, -0.49], [-2.18, 3.80, 0.93], [-1.15, 4.19, 0.45], [-0.33, 3.41, -0.32], [0.80, 4.16, -0.73], [0.72, 5.47, 0.11], [0.67, 6.54, -0.77], [-0.54, 5.37, 0.75], [1.75, 3.70, -0.44], [0.87, 4.36, -1.80], [1.50, 5.61, 0.85], [1.33, -2.18, 5.40], [1.86, -3.02, 4.26], [0.72, -3.43, 3.28], [1.29, -3.21, 2.00], [2.44, -2.46, 2.10], [3.10, -2.10, 1.16], [2.67, -2.15, 3.39], [0.67, -2.83, 5.99], [0.79, -1.31, 5.06], [2.14, -1.88, 6.06], [2.54, -3.80, 4.61], [-0.22, -2.90, 3.35], [0.47, -4.49, 3.41], [3.18, 1.40, -0.94], [3.19, 1.15, -2.44], [2.05, 0.41, -3.17], [2.14, 1.03, -4.47], [2.69, 2.25, -4.37], [2.71, 3.08, -5.19], [3.18, 2.43, -3.12], [3.27, 0.44, -0.44], [2.24, 1.91, -0.71], [4.02, 2.06, -0.74], [4.06, 0.51, -2.66], [1.09, 0.40, -2.64], [2.35, -0.62, -3.32], [2.37, 3.16, 1.98], [3.18, 1.81, 2.81], [4.92, 1.99, 2.67], [2.84, 1.85, 3.84], [2.82, 0.87, 2.41], [0.95, -2.99, -2.93], [0.53, -3.57, -1.33], [1.46, -5.00, -0.83], [0.77, -2.82, -0.59], [-0.52, -3.82, -1.27], [-2.45, -3.11, -3.60], [-3.62, -2.12, -2.73], [-2.75, -0.91, -1.77], [-4.26, -1.61, -3.43], [-4.23, -2.69, -2.03], [1.17, 4.52, 5.19], [-0.32, 4.33, 4.23], [-1.11, 5.90, 3.96], [-0.08, 3.92, 3.26], [-1.00, 3.72, 4.80]],
  "mulliken_charge": [-0.450, 0.477, -0.373, -0.370, 0.171, -0.139, -0.137, 0.335, 0.253, 0.190, -0.556, 0.291, -0.462, -0.377, -0.120, 0.236, 0.377, 0.513, 0.207, -0.048, -0.271, 0.510, -0.234, -0.482, 0.229, -0.300, -0.344, 0.315, 0.285, 0.294, -0.554, 0.370, 0.282, -0.100, 0.297, -0.342, -0.389, -0.123, 0.315, 0.301, -1.452, 0.515, -0.556, 0.095, 0.521, -0.574, -0.369, 0.387, 0.276, 0.402, 0.324, 0.239, 0.279, -0.156, 0.315, 0.395, -0.368, 0.606, -0.523, -0.436, 0.343, -0.809, 0.431, 0.208, -0.103, 0.057, -0.070, 0.060, -0.171, 0.384, -0.265, -0.149, 0.897, -0.189, -0.379, -0.229, -0.135, -0.640, 0.031, 0.432, 0.356, -0.186, 0.822, -0.176, -0.773, 0.255],
  "homo_ev": -10.6,
  "smiles": "O=C1OC[C@@H](F)O1.O=C1OC[C@@H](F)O1.O=C1OC[C@@H](F)O1.O=C1OC[C@@H](F)O1.C[C@H]1COC(=O)O1.C[C@H]1COC(=O)O1.ClCCl.ClCCl.ClCCl.ClCCl",
  "relative_energy_ev": 0.000
}